# CH3N3

The molecule CH3N3 (the ωB97M-V functional and the def2-TZVPD basis, the Open Molecules 2025 dataset).

Computed properties:
Energy above the lowest of the compared OMol25 structures with the same formula, charge and spin, kJ/mol: 610.1
Highest occupied orbital energy (alpha / beta), eV: -7.90 / -7.90
Spin multiplicity: 1

XYZ file:
```
7
Properties=species:S:1:pos:R:3:nbo_charge:R:1
N -0.01573 -1.58341 1.18765 -0.45
N 0.03349 -0.28283 -0.68231 -0.01
N -0.08412 -0.89745 0.23386 0.29
C 0.60770 1.41742 -0.66299 -0.48
H 0.06156 1.77897 0.15987 0.14
H 0.31210 1.55281 -1.65364 0.15
H -0.91501 -1.98551 1.41755 0.37
```

# C19H33F9N11O5PS

A cluster of 6 separate species, C19H33F9N11O5PS in total (the ωB97M-V functional and the def2-TZVPD basis, the Open Molecules 2025 dataset).

Computed properties:
Highest occupied orbital energy, eV: -8.21
Spin multiplicity: 1

XYZ file:
```
79
Properties=species:S:1:pos:R:3:mulliken_charge:R:1
S 1.32125 -3.43560 -1.49774 -0.46
P 0.78810 -1.30071 -1.27250 1.19
F -4.20355 -1.50707 -0.10533 -0.33
F -3.97824 -1.26481 -3.00531 -0.33
F -2.67288 0.56160 -2.65638 -0.26
F -5.37545 1.58211 -0.12678 -0.27
F -3.14875 0.46697 0.08801 -0.26
F -7.78759 0.33867 -1.07244 -0.25
F -6.76294 -0.58510 0.65258 -0.24
F -5.44506 1.04458 -2.29346 -0.25
F -6.67950 -1.53867 -1.43967 -0.22
O 0.57375 -2.65723 2.02502 -0.61
O 6.16207 -3.17584 1.32214 -0.63
O 1.47941 4.58240 3.07766 -0.65
O -8.65874 4.88702 2.62768 -0.65
O 4.66969 -1.42041 -3.29363 -0.60
N -7.16977 3.25104 2.14475 -0.31
N 3.63769 4.77171 3.73005 -0.39
N 1.97198 4.54393 5.28782 -0.40
N 0.14650 3.55399 -0.45892 -0.59
N -7.02373 5.29286 1.11463 -0.35
N -0.72229 -1.69661 3.61398 -0.42
N -1.34730 -3.68021 2.65126 -0.42
N 5.24372 -1.00817 -5.44609 -0.41
N 4.63482 -4.36403 0.15167 -0.21
N 6.59705 -0.32084 -3.73061 -0.39
N 6.51509 -5.38818 0.97335 -0.40
C 0.23722 1.57292 -2.12351 -0.47
C 0.49675 0.56394 -1.01068 0.57
C 0.08201 2.97992 -1.70228 -0.29
C 0.53003 1.23213 0.33131 -0.35
C 5.45203 -0.94756 -4.10352 0.54
C 2.30744 4.62955 3.97154 0.66
C -3.13423 -0.60745 -2.07249 1.04
C -0.43126 -2.67640 2.71738 0.75
C -3.98483 -0.27531 -0.74934 0.42
C 3.89585 -0.97952 0.73028 0.06
C -2.00540 -1.62492 -1.64970 -0.71
C -5.34457 0.49822 -1.03399 0.47
C -7.68369 4.50300 2.00477 0.62
C 3.41162 -0.90460 -0.37919 -0.46
C 0.35326 2.68128 0.58447 -0.27
C 2.58460 -0.91206 -1.71093 -1.20
C 5.79394 -4.23775 0.84694 0.67
C -6.64000 -0.36822 -0.71087 0.67
C -0.64404 -1.48618 -2.48481 -1.29
H -6.22001 4.99573 0.59255 0.17
H -2.41399 -2.67312 -1.80280 0.35
H 0.42918 3.05281 1.64966 0.31
H 4.07357 -3.53311 0.03697 0.01
H 0.71511 0.56943 1.23006 0.18
H 2.65078 0.14289 -2.12227 0.39
H -0.06771 -0.93671 3.69124 0.22
H 3.02392 -1.64698 -2.47007 0.95
H 0.25156 -4.18059 -1.04962 0.11
H -0.49762 -2.48733 -2.99743 0.76
H 0.99612 4.43827 5.50594 0.22
H -2.17927 -3.71522 3.21080 0.15
H 7.25358 0.07461 -4.37758 0.16
H -7.63037 2.63687 2.79391 0.18
H 3.92414 4.83820 2.76807 0.22
H 4.33503 4.81270 4.44987 0.16
H 4.31366 -5.22643 -0.24704 0.15
H 6.78432 -0.25735 -2.74357 0.24
H 2.63745 4.58062 6.03746 0.16
H 4.40501 -1.46586 -5.75978 0.21
H -1.74229 -1.52963 -0.55818 0.18
H 7.38021 -5.33311 1.48244 0.23
H 5.87371 -0.62617 -6.12679 0.16
H -0.12395 3.70558 -2.55030 0.29
H -1.16579 -4.42390 1.99891 0.22
H -0.68095 -0.72387 -3.31021 0.47
H 0.48756 -1.57154 0.11005 -0.49
H -7.37366 6.22622 0.98315 0.21
H -1.54237 -1.69356 4.19186 0.15
H 0.17163 1.23883 -3.19793 0.30
H -6.36891 2.91614 1.64148 0.16
H 6.23040 -6.27036 0.59060 0.15
H 4.02790 -1.10845 1.83150 0.34
```

# C5H7NO

A structure of composition C5H7NO (the ωB97M-V functional and the def2-TZVPD basis, the Open Molecules 2025 dataset).

Computed properties:
Energy above the lowest of the compared OMol25 structures with the same formula, charge and spin, kJ/mol: 552.4
Highest occupied orbital energy (alpha / beta), eV: -7.24 / -7.24
Spin multiplicity: 1

XYZ file:
```
14
Properties=species:S:1:pos:R:3:nbo_charge:R:1
O -0.90105 1.59590 0.56909 -0.74
N -0.02394 -0.87967 -0.70974 -0.23
C -1.05287 0.19700 0.73054 0.03
C 1.58857 0.17229 0.08104 -0.48
C -1.51256 -0.43407 -0.59552 -0.46
C 0.98540 -0.26669 -1.23217 0.19
C 0.33412 -0.52924 0.66181 -0.06
H 1.56023 1.26236 0.19567 0.27
H -1.29598 1.75085 -0.30606 0.48
H 1.04390 0.04232 -2.27131 0.21
H -1.62302 -0.01482 1.64006 0.18
H 2.56454 -0.22707 0.36036 0.23
H 0.46986 -1.34620 1.37499 0.21
H -2.13721 -1.32296 -0.49876 0.17
```

Please write out number 3 again, unchanged.
# C5H7NO

A structure of composition C5H7NO (the ωB97M-V functional and the def2-TZVPD basis, the Open Molecules 2025 dataset).

Computed properties:
Energy above the lowest of the compared OMol25 structures with the same formula, charge and spin, kJ/mol: 552.4
Highest occupied orbital energy (alpha / beta), eV: -7.24 / -7.24
Spin multiplicity: 1

XYZ file:
```
14
Properties=species:S:1:pos:R:3:nbo_charge:R:1
O -0.90105 1.59590 0.56909 -0.74
N -0.02394 -0.87967 -0.70974 -0.23
C -1.05287 0.19700 0.73054 0.03
C 1.58857 0.17229 0.08104 -0.48
C -1.51256 -0.43407 -0.59552 -0.46
C 0.98540 -0.26669 -1.23217 0.19
C 0.33412 -0.52924 0.66181 -0.06
H 1.56023 1.26236 0.19567 0.27
H -1.29598 1.75085 -0.30606 0.48
H 1.04390 0.04232 -2.27131 0.21
H -1.62302 -0.01482 1.64006 0.18
H 2.56454 -0.22707 0.36036 0.23
H 0.46986 -1.34620 1.37499 0.21
H -2.13721 -1.32296 -0.49876 0.17
```